Entry 1:
Formula: C18H12Cl2N2O6PdS
Source: the OMol25 dataset
Level of theory: wB97M-V/def2-TZVPD

```
! RIJCOSX wB97M-V def2-TZVPD def2/J DEFGRID3
* xyz 0 1
Pd -0.812 -0.267 -1.055
O -3.329 -2.967 -0.171
C -2.449 -2.180 0.047
O -1.333 -2.123 -0.688
C -2.485 -1.291 1.304
C -1.081 -1.025 1.847
C -1.113 -0.441 3.256
C -1.585 1.013 2.999
C -1.782 1.010 1.490
O -0.687 0.138 1.054
C -3.016 0.168 1.103
C -3.468 0.550 -0.300
O -4.464 1.204 -0.471
O -2.713 0.146 -1.307
H -3.102 -1.829 2.021
H -0.369 -1.827 1.679
H -0.118 -0.460 3.697
H -1.783 -1.006 3.902
H -0.823 1.735 3.287
H -2.509 1.265 3.514
H -1.693 1.965 0.980
H -3.855 0.386 1.758
Cl 0.838 4.367 -1.712
C 1.734 2.913 -1.496
C 3.140 2.965 -1.474
C 3.891 1.838 -1.300
Cl 5.621 1.943 -1.286
C 3.264 0.581 -1.133
C 3.918 -0.658 -0.949
C 3.193 -1.808 -0.804
C 1.791 -1.751 -0.840
N 1.175 -0.606 -1.000
C 1.859 0.563 -1.153
C 1.058 1.720 -1.342
O -0.257 1.607 -1.354
H 3.625 3.923 -1.602
H 5.000 -0.682 -0.936
H 3.675 -2.766 -0.675
H 1.170 -2.635 -0.760
S -0.922 -0.673 -3.291
C 0.060 -2.034 -3.388
N 0.735 -2.969 -3.454
*
```

The highest occupied orbital energy comes out at -8.8 eV. The calculation puts the gap between HOMO and LUMO at 6.3500 eV. For the total energy, the calculation gives -2700.53147 Eh.

Entry 2:
Formula: CH4NO2Si
Source: the OMol25 dataset
Level of theory: wB97M-V/def2-TZVPD

```
! RIJCOSX wB97M-V def2-TZVPD def2/J DEFGRID3
* xyz -1 3
C 0.364 -0.681 -0.195
N 1.458 0.002 -0.044
O 2.585 -0.584 0.018
O 1.328 1.315 0.051
Si -1.250 0.220 0.000
H 0.505 -1.794 -0.004
H -1.631 0.639 -1.376
H -1.101 1.512 0.711
H -2.258 -0.629 0.838
*
```

As for the expectation value of S²: 2.007. The highest occupied orbital energy (alpha / beta) comes out at -0.3 / -4.0 eV. The calculation puts the gap between HOMO and LUMO (alpha / beta) at 4.4313 / 7.1248 eV. For the total energy, the calculation gives -535.02831 Eh.

Entry 3:
Formula: C2H6N3
Source: the OMol25 dataset
Level of theory: wB97M-V/def2-TZVPD

```
! RIJCOSX wB97M-V def2-TZVPD def2/J DEFGRID3
* xyz 1 1
C -0.781 -0.799 0.732
N 0.065 0.266 0.088
N 0.222 1.374 0.890
C 0.587 -0.100 -1.018
N 0.884 -0.490 -2.117
H -0.928 -1.606 -0.043
H -0.274 -1.299 1.574
H -1.760 -0.257 1.071
H 1.223 1.868 0.919
H -0.417 2.155 0.739
H 1.179 -1.110 -2.835
*
```

The highest occupied orbital energy comes out at -15.0 eV. The structure (SMILES) is CN(N)C#[NH+]. The calculation puts the gap between HOMO and LUMO at 10.2233 eV. For the total energy, the calculation gives -243.70529 Eh.